Density functional theory data (ωB97M-V with the def2-TZVPD basis set) for C22H21ClN5S2SeSiV as an isolated structure at a distorted geometry.

Output
Lowest unoccupied orbital energy (spin up / spin down), eV: -4.5 / -4.6
Net charge: +1
2S+1: 2
Relative energy (zero: lowest compared OMol25 entry of this formula, charge and spin), kJ/mol: 3.2

Each line ends with the Mulliken spin population.
Positions of all 54 atoms, in Å:
1 V -0.341 1.003 -0.701  1.21
2 C 1.495 -4.681 2.100  0.00
3 Si 2.156 -2.959 2.168  0.00
4 C 3.097 -2.645 3.736  0.00
5 C 3.283 -2.612 0.734  0.00
6 C 0.702 -1.728 2.208  0.00
7 C 0.128 -1.421 3.444  0.00
8 C -0.819 -0.408 3.597  0.00
9 C -1.166 0.326 2.489  0.00
10 N -0.686 0.021 1.279  -0.03
11 C 0.192 -0.980 1.144  0.00
12 S 0.582 -1.134 -0.550  -0.08
13 H 2.311 -5.400 2.228  0.00
14 H 1.022 -4.879 1.134  0.00
15 H 0.757 -4.865 2.886  0.00
16 H 4.051 -3.181 3.716  0.00
17 H 2.560 -2.973 4.631  0.00
18 H 3.312 -1.577 3.839  0.00
19 H 4.202 -3.192 0.857  0.00
20 H 3.557 -1.552 0.714  0.00
21 H 2.840 -2.875 -0.229  0.00
22 H 0.434 -1.975 4.326  0.00
23 H -1.251 -0.180 4.562  0.00
24 H -1.839 1.172 2.557  0.00
25 S -1.011 2.746 -4.836  0.00
26 C -2.506 2.905 -4.032  -0.01
27 C -2.457 2.417 -2.765  0.02
28 C -1.169 1.895 -2.400  -0.07
29 C -0.305 2.034 -3.453  -0.03
30 C 1.091 1.659 -3.312  0.01
31 C 2.083 1.845 -4.261  -0.01
32 C 3.381 1.497 -3.946  0.00
33 C 3.655 0.987 -2.685  0.00
34 C 2.614 0.822 -1.799  0.01
35 N 1.342 1.131 -2.103  -0.02
36 H -3.351 3.347 -4.539  0.00
37 H -3.334 2.448 -2.133  0.00
38 H 1.829 2.274 -5.222  0.00
39 H 4.176 1.631 -4.668  0.00
40 H 4.659 0.715 -2.388  0.00
41 H 2.788 0.428 -0.809  0.01
42 Cl 0.778 2.466 0.374  0.01
43 Se -3.828 -1.512 -1.406  0.00
44 N -4.986 -0.596 -0.453  0.00
45 C -4.356 0.493 -0.048  -0.01
46 C -4.896 1.583 0.706  0.00
47 C -4.066 2.615 0.991  0.00
48 C -2.692 2.600 0.585  0.01
49 N -2.165 1.621 -0.085  -0.02
50 C -2.984 0.574 -0.432  -0.03
51 N -2.487 -0.387 -1.167  0.00
52 H -5.931 1.571 1.027  0.00
53 H -4.423 3.468 1.551  0.00
54 H -2.028 3.419 0.836  0.00



Density functional theory data (ωB97M-V with the def2-TZVPD basis set) for one molecule with the formula C10H13ClN2S.

Output
Lowest unoccupied orbital energy, eV: 0.8
Net charge: 0
Structure (SMILES): Clc1cccc(SC2CCNCC2)n1
Relative energy (zero: lowest compared OMol25 entry of this formula, charge and spin), kJ/mol: 0.0

Each line ends with the natural charge from an NBO analysis.
Positions of all 27 atoms, in Å:
1 Cl 1.568 0.231 -3.614  0.01
2 C 2.279 -0.272 -2.128  0.20
3 N 1.460 -0.325 -1.100  -0.49
4 C 1.947 -0.703 0.073  0.07
5 C 3.289 -1.043 0.258  -0.27
6 C 4.129 -0.980 -0.835  -0.14
7 C 3.627 -0.586 -2.070  -0.30
8 H 4.249 -0.522 -2.946  0.23
9 H 5.173 -1.236 -0.735  0.22
10 H 3.636 -1.343 1.233  0.23
11 S 0.847 -0.774 1.428  0.26
12 C -0.733 -0.254 0.636  -0.31
13 C -1.901 -0.740 1.481  -0.44
14 C -3.214 -0.260 0.838  -0.22
15 N -3.264 1.175 0.656  -0.61
16 H -3.261 1.634 1.563  0.34
17 C -2.141 1.648 -0.129  -0.22
18 C -0.781 1.256 0.470  -0.44
19 H 0.024 1.586 -0.188  0.23
20 H -0.654 1.736 1.444  0.20
21 H -2.213 2.735 -0.215  0.20
22 H -2.233 1.217 -1.130  0.19
23 H -4.063 -0.561 1.455  0.20
24 H -3.324 -0.721 -0.148  0.19
25 H -1.894 -1.828 1.555  0.22
26 H -1.816 -0.330 2.491  0.20
27 H -0.734 -0.739 -0.343  0.24



Density functional theory data (ωB97M-V with the def2-TZVPD basis set) for C72H80N5P2PbS3Si as an isolated structure at a distorted geometry.

Output
Lowest unoccupied orbital energy, eV: 1.3
Net charge: -1
Relative energy (zero: lowest compared OMol25 entry of this formula, charge and spin), kJ/mol: 162.6

Each line ends with the Mulliken charge.
Positions of all 164 atoms, in Å:
1 Pb 0.338 -0.739 -1.171  1.43
2 C -6.221 5.441 0.340  -0.72
3 S -6.889 4.064 -0.633  -0.11
4 C -6.574 2.618 0.440  -1.30
5 C -5.291 1.842 0.147  0.57
6 C -4.043 2.670 0.450  -0.57
7 N -2.794 1.985 0.129  0.41
8 P -1.493 2.018 1.277  0.06
9 C -1.584 3.781 1.877  0.56
10 C -1.019 4.736 1.030  -0.22
11 C -0.920 6.065 1.406  -0.78
12 C -1.379 6.466 2.652  -0.62
13 C -1.965 5.535 3.496  -0.80
14 C -2.071 4.204 3.113  -0.27
15 C -2.100 1.229 2.814  0.78
16 C -1.148 1.240 3.837  -0.70
17 C -1.433 0.712 5.082  -0.69
18 C -2.684 0.154 5.319  -0.90
19 C -3.627 0.126 4.307  -0.60
20 C -3.339 0.653 3.053  0.14
21 P -2.005 2.055 -1.439  1.18
22 C -2.658 3.607 -2.212  0.62
23 C -3.961 3.747 -2.689  -0.02
24 C -4.334 4.867 -3.414  -1.02
25 C -3.416 5.875 -3.668  -0.75
26 C -2.130 5.771 -3.163  -0.85
27 C -1.755 4.641 -2.450  -0.46
28 C -2.904 0.833 -2.481  0.06
29 C -3.122 -0.451 -1.981  1.13
30 C -3.618 -1.454 -2.799  -0.83
31 C -3.920 -1.186 -4.125  -1.01
32 C -3.662 0.074 -4.645  -0.77
33 C -3.132 1.068 -3.838  -0.33
34 H -6.595 6.350 -0.127  0.35
35 H -5.133 5.452 0.329  0.12
36 H -6.586 5.379 1.364  0.32
37 H -7.441 1.978 0.280  0.50
38 H -6.588 2.984 1.468  0.40
39 H -5.280 1.519 -0.895  0.21
40 H -5.294 0.939 0.763  -0.46
41 H -4.031 2.916 1.516  1.04
42 H -4.109 3.614 -0.099  -0.38
43 H -0.644 4.418 0.063  0.11
44 H -0.469 6.789 0.738  0.47
45 H -1.280 7.498 2.965  0.37
46 H -2.335 5.843 4.467  0.43
47 H -2.524 3.497 3.794  0.41
48 H -0.174 1.676 3.641  0.62
49 H -0.680 0.733 5.862  0.53
50 H -2.915 -0.278 6.284  0.38
51 H -4.598 -0.318 4.482  0.36
52 H -4.077 0.600 2.268  -0.15
53 H -4.683 2.965 -2.515  0.59
54 H -5.344 4.937 -3.799  0.47
55 H -3.701 6.733 -4.264  0.39
56 H -1.408 6.557 -3.349  0.44
57 H -0.736 4.555 -2.091  0.03
58 H -2.907 -0.684 -0.940  -0.88
59 H -3.751 -2.445 -2.384  0.85
60 H -4.333 -1.957 -4.765  0.34
61 H -3.859 0.286 -5.689  0.35
62 H -2.903 2.031 -4.275  0.47
63 S 2.541 -2.141 0.821  -0.11
64 C 3.868 -1.084 1.309  -0.17
65 N 5.177 -0.977 0.811  0.38
66 C 6.003 -0.295 1.799  -0.76
67 C 5.307 0.977 2.296  -0.75
68 N 4.074 0.644 2.993  0.39
69 C 3.314 1.758 3.554  -0.65
70 C 3.417 1.782 5.065  0.59
71 C 3.765 2.930 5.763  -0.51
72 C 3.915 2.894 7.144  -0.59
73 C 3.718 1.711 7.836  -0.42
74 C 3.338 0.566 7.147  -0.75
75 C 3.181 0.604 5.773  -0.23
76 C 3.375 -0.340 2.288  -0.55
77 S 1.705 -0.856 2.483  0.06
78 C 5.774 -2.149 0.174  -1.47
79 C 6.274 -3.222 1.120  0.57
80 C 5.405 -4.169 1.656  0.11
81 C 5.872 -5.143 2.525  -0.90
82 C 7.213 -5.181 2.880  -0.37
83 C 8.082 -4.231 2.366  -0.70
84 C 7.613 -3.259 1.495  -0.32
85 H 6.951 -0.021 1.329  0.40
86 H 6.211 -0.937 2.666  0.40
87 H 5.117 1.636 1.434  0.27
88 H 5.968 1.495 2.995  0.44
89 H 2.265 1.635 3.267  -0.11
90 H 3.667 2.704 3.132  0.54
91 H 3.926 3.858 5.227  0.38
92 H 4.193 3.793 7.680  0.38
93 H 3.870 1.676 8.907  0.38
94 H 3.166 -0.358 7.685  0.40
95 H 2.885 -0.285 5.229  0.37
96 H 6.609 -1.788 -0.433  0.63
97 H 5.014 -2.562 -0.496  0.32
98 H 4.358 -4.145 1.382  0.46
99 H 5.188 -5.882 2.923  0.41
100 H 7.580 -5.951 3.547  0.37
101 H 9.130 -4.252 2.639  0.37
102 H 8.305 -2.527 1.090  0.37
103 C 3.299 0.723 -2.123  -0.65
104 N 1.997 1.260 -1.742  1.51
105 C 2.108 2.133 -0.581  0.26
106 C 1.384 1.957 -2.873  -0.79
107 C 0.769 1.011 -3.880  0.73
108 C 0.825 1.351 -5.229  -0.86
109 C 0.257 0.519 -6.182  -0.90
110 C -0.361 -0.655 -5.777  -0.94
111 C -0.415 -0.978 -4.429  -0.42
112 C 0.124 -0.152 -3.441  0.67
113 H 3.982 1.530 -2.433  0.32
114 H 3.168 0.023 -2.947  -0.05
115 H 3.746 0.187 -1.284  -0.18
116 H 2.668 3.055 -0.805  0.40
117 H 2.625 1.601 0.220  -0.69
118 H 1.110 2.399 -0.231  -0.13
119 H 2.130 2.602 -3.365  0.47
120 H 0.594 2.604 -2.487  -0.91
121 H 1.329 2.263 -5.539  0.42
122 H 0.295 0.784 -7.232  0.38
123 H -0.795 -1.320 -6.515  0.41
124 H -0.899 -1.901 -4.127  0.52
125 N 1.345 -2.394 -1.995  -0.80
126 C 1.757 -3.424 -2.579  -0.25
127 C 1.020 -4.730 -2.442  0.47
128 C 0.374 -5.002 -1.236  -0.19
129 C -0.399 -6.140 -1.089  -0.68
130 C -0.547 -7.018 -2.155  -0.54
131 C 0.089 -6.755 -3.359  -0.82
132 C 0.874 -5.620 -3.502  -0.24
133 C 2.951 -3.400 -3.490  0.38
134 C 3.880 -4.435 -3.553  -0.10
135 C 4.953 -4.361 -4.430  -0.88
136 C 5.113 -3.252 -5.247  -0.53
137 C 4.200 -2.208 -5.180  -0.84
138 C 3.124 -2.285 -4.311  0.43
139 H 0.486 -4.298 -0.422  0.32
140 H -0.898 -6.335 -0.148  0.43
141 H -1.168 -7.899 -2.049  0.39
142 H -0.034 -7.437 -4.193  0.40
143 H 1.358 -5.409 -4.449  0.47
144 H 3.766 -5.300 -2.910  0.53
145 H 5.668 -5.174 -4.482  0.40
146 H 5.953 -3.198 -5.929  0.39
147 H 4.328 -1.333 -5.805  0.42
148 H 2.381 -1.499 -4.272  0.15
149 C -4.298 -4.871 0.930  -1.06
150 Si -4.580 -2.992 1.070  -0.08
151 C -5.755 -2.398 -0.318  -0.60
152 C -5.672 -2.818 2.648  -1.18
153 C -2.996 -2.143 1.055  0.66
154 H -5.234 -5.438 0.914  0.29
155 H -3.714 -5.216 1.789  0.29
156 H -3.732 -5.116 0.030  0.19
157 H -6.795 -2.692 -0.143  0.46
158 H -5.462 -2.781 -1.295  0.29
159 H -5.729 -1.306 -0.378  -0.17
160 H -6.605 -3.390 2.578  0.37
161 H -5.942 -1.775 2.841  0.18
162 H -5.122 -3.184 3.520  0.28
163 H -2.091 -2.616 1.432  0.16
164 H -2.888 -1.076 0.898  -0.90



Density functional theory data (ωB97M-V with the def2-TZVPD basis set) for C22H44ClI2NO37S10Si2 as an isolated structure at a distorted geometry.

Output
Lowest unoccupied orbital energy, eV: -0.3
Net charge: 0

Each line ends with the Mulliken charge.
Positions of all 119 atoms, in Å:
1 C 3.897 0.808 -0.367  -1.29
2 C 3.218 2.106 0.108  -0.36
3 C 2.135 2.604 -0.859  -0.38
4 I 1.868 4.725 -0.691  -0.05
5 Si 0.430 1.847 -0.757  0.19
6 I 0.481 -0.451 -0.016  0.17
7 N -0.254 1.985 -2.361  -0.01
8 C -0.356 1.087 -3.158  0.25
9 S -0.526 -0.037 -4.227  -0.34
10 O -0.532 2.677 0.265  0.17
11 Si -2.174 2.748 0.341  0.21
12 Cl -2.855 1.376 1.717  -0.22
13 H 3.614 -0.041 0.254  0.24
14 H 3.629 0.549 -1.394  0.39
15 H 4.980 0.900 -0.302  0.38
16 H 2.820 1.990 1.119  0.24
17 H 3.981 2.882 0.184  0.37
18 H 2.472 2.443 -1.886  0.34
19 H -2.780 2.394 -0.937  -0.11
20 H -2.577 4.066 0.828  -0.14
21 C 1.116 -5.084 -3.417  -0.21
22 C 0.638 -5.328 -2.003  -0.09
23 O 1.738 -5.999 -1.364  -0.22
24 S 3.112 -5.462 -1.959  1.04
25 O 3.660 -4.463 -1.110  -0.51
26 O 3.896 -6.580 -2.345  -0.57
27 O 2.506 -4.743 -3.244  -0.35
28 H 1.046 -5.980 -4.035  0.28
29 H 0.594 -4.266 -3.903  0.31
30 H -0.251 -5.950 -1.956  0.19
31 H 0.452 -4.392 -1.482  0.16
32 C -2.476 -0.947 4.765  -0.35
33 C -1.235 -0.878 3.897  0.18
34 O -0.160 -0.786 4.852  -0.11
35 S -0.518 -1.613 6.155  0.92
36 O 0.092 -2.895 6.092  -0.62
37 O -0.289 -0.767 7.273  -0.55
38 O -2.069 -1.771 5.885  -0.30
39 H -2.760 0.035 5.145  0.33
40 H -3.324 -1.410 4.271  0.35
41 H -1.203 -0.013 3.245  -0.05
42 H -1.097 -1.788 3.309  0.08
43 C -5.527 2.177 -4.315  -0.34
44 C -6.852 1.974 -3.611  0.06
45 O -6.666 2.641 -2.342  -0.34
46 S -5.729 3.905 -2.527  1.01
47 O -6.492 5.094 -2.663  -0.54
48 O -4.695 3.831 -1.554  -0.41
49 O -5.153 3.522 -3.960  -0.31
50 H -4.758 1.493 -3.953  0.27
51 H -5.608 2.104 -5.396  0.34
52 H -7.086 0.928 -3.435  0.32
53 H -7.668 2.455 -4.146  0.00
54 C -8.510 6.422 -7.169  -0.33
55 C -7.786 6.249 -5.846  -0.24
56 O -8.679 5.419 -5.088  -0.26
57 S -9.430 4.400 -6.042  1.13
58 O -8.754 3.146 -6.032  -0.58
59 O -10.817 4.459 -5.763  -0.56
60 O -9.092 5.127 -7.414  -0.31
61 H -9.311 7.158 -7.102  0.29
62 H -7.847 6.669 -7.993  0.29
63 H -7.632 7.180 -5.310  0.35
64 H -6.833 5.729 -5.963  0.19
65 C 1.106 3.637 -5.299  0.01
66 C 2.186 4.465 -4.631  0.37
67 O 3.405 3.885 -5.123  -0.33
68 S 3.209 3.376 -6.621  1.06
69 O 3.674 4.353 -7.538  -0.54
70 O 3.668 2.036 -6.694  -0.52
71 O 1.614 3.413 -6.624  -0.35
72 H 0.970 2.673 -4.807  0.00
73 H 0.152 4.152 -5.369  0.35
74 H 2.166 4.394 -3.547  -0.48
75 H 2.141 5.512 -4.935  0.36
76 C 2.707 0.791 6.375  0.18
77 C 2.346 2.101 5.708  -0.22
78 O 3.618 2.625 5.284  -0.36
79 S 4.582 1.436 4.864  0.96
80 O 4.556 1.245 3.457  -0.43
81 O 5.823 1.622 5.532  -0.46
82 O 3.761 0.261 5.546  -0.31
83 H 3.093 0.945 7.383  0.33
84 H 1.879 0.094 6.407  -0.26
85 H 1.872 2.809 6.379  0.36
86 H 1.720 1.949 4.827  0.20
87 C -2.767 -9.418 -2.678  -0.30
88 C -3.333 -8.501 -1.610  -0.33
89 O -3.046 -7.184 -2.113  -0.28
90 S -3.133 -7.175 -3.702  1.08
91 O -4.401 -6.696 -4.116  -0.56
92 O -1.933 -6.598 -4.194  -0.48
93 O -3.087 -8.749 -3.913  -0.32
94 H -1.683 -9.509 -2.601  0.27
95 H -3.222 -10.403 -2.684  0.31
96 H -2.855 -8.619 -0.642  0.32
97 H -4.413 -8.611 -1.509  0.29
98 C 9.471 2.449 6.860  -0.28
99 C 8.104 2.151 7.440  -0.22
100 O 8.304 2.309 8.859  -0.30
101 S 9.366 3.457 9.141  1.09
102 O 8.707 4.683 9.421  -0.55
103 O 10.344 2.949 10.034  -0.53
104 O 9.956 3.537 7.663  -0.32
105 H 10.154 1.604 6.968  0.29
106 H 9.433 2.761 5.821  0.29
107 H 7.758 1.143 7.238  0.28
108 H 7.356 2.866 7.104  0.26
109 C 1.983 -4.588 3.561  -0.32
110 C 0.621 -4.766 4.202  0.10
111 O -0.287 -4.664 3.083  -0.29
112 S 0.385 -5.287 1.781  1.12
113 O -0.052 -6.624 1.589  -0.66
114 O 0.255 -4.338 0.731  -0.38
115 O 1.873 -5.307 2.318  -0.34
116 H 2.199 -3.542 3.342  0.32
117 H 2.792 -5.018 4.143  0.33
118 H 0.376 -3.993 4.927  -0.06
119 H 0.508 -5.751 4.655  0.27



Asked for molar mass across the records above, the calculation gives 613.02; 228.75; 1408.90; 1580.67 Da in order.